Entry 1:
Molecular formula: C3H8N2S
Method: DFT, ωB97M-V with the def2-TZVPD basis set

Last columns: bonded neighbours and bond lengths (Å).
Geometry (Å):
1 C -1.55 -1.11 1.55  N2 1.451, H7 1.106, H8 1.156, H9 1.177
2 N -1.34 -0.92 0.12  C1 1.451, N3 1.332, H10 0.992
3 N -0.25 -0.30 -0.32  N2 1.332, C4 1.277
4 C 0.30 0.60 0.41  N3 1.277, S5 1.766, H11 1.069
5 S 1.66 1.57 -0.15  C4 1.766, C6 1.740
6 C 1.78 1.17 -1.84  S5 1.740, H12 1.180, H13 1.112, H14 1.055
7 H -2.49 -1.68 1.64  C1 1.106
8 H -1.69 -0.06 2.02  C1 1.156
9 H -0.72 -1.68 2.16  C1 1.177
10 H -1.49 -1.69 -0.48  N2 0.992
11 H 0.02 0.82 1.42  C4 1.069
12 H 2.88 1.54 -2.05  C6 1.180
13 H 1.00 1.61 -2.50  C6 1.112
14 H 1.88 0.12 -1.97  C6 1.055

Properties
Calculated total energy ... -17054.263 eV
Energy above the lowest of the compared OMol25 structures with the same formula, charge and spin ... 238.0 kJ/mol
Maximum force ... 3.0 eV/A
HOMO-LUMO gap ... 8.73 eV
HOMO energy ... -7.7 eV

Atom charges from the natural (NBO) analysis, given in e for atoms 1 to 6: number 1, C, carries -0.454; number 2, N, carries -0.429; number 3, N, carries -0.268; number 4, C, carries -0.168; number 5, S, carries 0.256; number 6, C, carries -0.776

***

Entry 2:
Molecular formula: C5H15N3
Method: DFT, ωB97M-V with the def2-TZVPD basis set

Last columns: bonded neighbours and bond lengths (Å).
Geometry (Å):
1 C 0.00 0.36 0.18  C2 1.391, C3 1.502, C4 1.501
2 C 0.37 -0.93 -0.20  C1 1.391, N8 1.367, H10 1.084
3 C 0.03 0.82 1.61  C1 1.502, H15 1.091, H16 1.091, H17 1.090
4 C -0.22 1.42 -0.86  C1 1.501, H18 1.092, H19 1.090, H20 1.090
5 C 2.39 0.15 -0.18  H21 1.087, H22 1.087, H23 1.086
6 N -2.04 -0.47 0.11  N7 1.405, H9 1.019
7 N -2.80 -0.39 -1.06  N6 1.405, H11 1.023, H12 1.012
8 N 0.48 -2.01 0.63  C2 1.367, H13 1.006, H14 1.008
9 H -2.00 -1.47 0.34  N6 1.019
10 H 0.30 -1.18 -1.26  C2 1.084
11 H -2.36 -0.80 -1.89  N7 1.023
12 H -3.03 0.58 -1.25  N7 1.012
13 H 0.94 -2.82 0.27  N8 1.006
14 H 0.63 -1.83 1.61  N8 1.008
15 H 0.58 0.15 2.27  C3 1.091
16 H -0.99 0.91 1.97  C3 1.091
17 H 0.51 1.80 1.68  C3 1.090
18 H -1.16 1.94 -0.64  C4 1.092
19 H -0.29 1.00 -1.87  C4 1.090
20 H 0.58 2.15 -0.85  C4 1.090
21 H 2.87 -0.54 0.51  C5 1.087
22 H 2.67 -0.01 -1.22  C5 1.087
23 H 2.54 1.18 0.11  C5 1.086

Properties
Calculated total energy ... -9893.159 eV
Energy above the lowest of the compared OMol25 structures with the same formula, charge and spin ... 578.2 kJ/mol
Maximum force ... 1.6 eV/A
HOMO-LUMO gap (spin up / spin down) ... 6.64 / 7.25 eV
HOMO energy (spin up / spin down) ... -5.9 / -6.5 eV

Atom charges from the natural (NBO) analysis, given in e for atoms 1 to 6: number 1, C, carries 0.174; number 2, C, carries 0.105; number 3, C, carries -0.676; number 4, C, carries -0.653; number 5, C, carries -0.761; number 6, N, carries -0.563

***

Entry 3:
Molecular formula: C44H115N9O13
Method: DFT, ωB97M-V with the def2-TZVPD basis set

Last columns: bonded neighbours and bond lengths (Å).
Geometry (Å):
1 C -5.35 -5.03 1.44  O2 1.449, H7 1.090, H8 1.090, H9 1.090
2 O -5.47 -6.47 1.45  C1 1.449, C3 1.417
3 C -6.00 -6.98 2.66  O2 1.417, C4 1.542, H10 1.090, H11 1.090
4 C -6.35 -8.48 2.60  C3 1.542, C5 1.419, N6 1.450, H12 1.090
5 C -7.37 -8.69 1.64  C4 1.419, H13 1.090, H14 1.090, H15 1.090
6 N -6.92 -8.99 3.84  C4 1.450, H16 1.010, H17 1.010
7 H -4.98 -4.57 0.52  C1 1.090
8 H -4.70 -4.84 2.30  C1 1.090
9 H -6.29 -4.60 1.78  C1 1.090
10 H -5.21 -6.99 3.41  C3 1.090
11 H -6.81 -6.40 3.10  C3 1.090
12 H -5.60 -9.22 2.32  C4 1.090
13 H -7.23 -7.98 0.82  C5 1.090
14 H -8.31 -8.30 2.02  C5 1.090
15 H -7.56 -9.67 1.20  C5 1.090
16 H -7.79 -8.58 4.13  N6 1.010
17 H -6.26 -8.83 4.59  N6 1.010
18 C 1.26 11.60 6.56  O19 1.426, H24 1.090, H25 1.090, H26 1.090
19 O 0.18 11.43 5.65  C18 1.426, C20 1.441
20 C -0.65 10.30 6.00  O19 1.441, C21 1.511, H27 1.090, H28 1.090
21 C -1.69 9.99 4.95  C20 1.511, C22 1.524, N23 1.440, H29 1.090
22 C -2.58 11.19 4.65  C21 1.524, H30 1.090, H31 1.090, H32 1.090
23 N -2.64 9.00 5.38  C21 1.440, H33 1.010, H34 1.010
24 H 1.02 11.64 7.62  C18 1.090
25 H 1.93 12.45 6.41  C18 1.090
26 H 1.96 10.76 6.57  C18 1.090
27 H -0.03 9.41 6.17  C20 1.090
28 H -1.06 10.30 7.00  C20 1.090
29 H -1.33 9.67 3.97  C21 1.090
30 H -3.49 11.28 5.23  C22 1.090
31 H -3.01 11.16 3.64  C22 1.090
32 H -1.97 12.08 4.62  C22 1.090
33 H -2.99 9.13 6.32  N23 1.010
34 H -3.38 8.83 4.72  N23 1.010
35 C 6.59 2.33 2.23  O36 1.444, H41 1.090, H42 1.090, H43 1.090
36 O 6.47 3.49 3.08  C35 1.444, C37 1.427
37 C 7.58 4.35 2.82  O36 1.427, C38 1.541, H44 1.090, H45 1.090
38 C 7.55 5.56 3.77  C37 1.541, C39 1.601, N40 1.444, H46 1.090
39 C 6.33 6.56 3.48  C38 1.601, H47 1.090, H48 1.090, H49 1.090
40 N 8.71 6.40 3.62  C38 1.444, H50 1.010, H51 1.010
41 H 7.36 1.68 2.63  C35 1.090
42 H 6.68 2.64 1.19  C35 1.090
43 H 5.70 1.71 2.27  C35 1.090
44 H 8.51 3.79 2.85  C37 1.090
45 H 7.62 4.69 1.79  C37 1.090
46 H 7.47 5.24 4.81  C38 1.090
47 H 5.37 6.06 3.64  C39 1.090
48 H 6.42 6.96 2.47  C39 1.090
49 H 6.44 7.36 4.22  C39 1.090
50 H 8.78 6.91 4.49  N40 1.010
51 H 9.50 5.77 3.55  N40 1.010
52 C -5.47 -0.88 7.30  O53 1.419, H58 1.090, H59 1.090, H60 1.090
53 O -4.22 -0.22 7.34  C52 1.419, C54 1.425
54 C -3.91 0.56 6.18  O53 1.425, C55 1.589, H61 1.090, H62 1.090
55 C -4.21 2.09 6.47  C54 1.589, C56 1.502, N57 1.437, H63 1.090
56 C -3.73 2.69 7.76  C55 1.502, H64 1.090, H65 1.090, H66 1.090
57 N -5.64 2.25 6.44  C55 1.437, H67 1.010, H68 1.010
58 H -6.33 -0.39 6.84  C52 1.090
59 H -5.85 -1.08 8.30  C52 1.090
60 H -5.30 -1.78 6.70  C52 1.090
61 H -2.89 0.30 5.93  C54 1.090
62 H -4.60 0.42 5.35  C54 1.090
63 H -3.91 2.65 5.59  C55 1.090
64 H -2.64 2.78 7.76  C56 1.090
65 H -4.22 2.20 8.61  C56 1.090
66 H -4.15 3.69 7.78  C56 1.090
67 H -6.03 1.60 7.10  N57 1.010
68 H -5.83 3.14 6.88  N57 1.010
69 C 6.46 -9.76 4.37  O70 1.463, H75 1.090, H76 1.090, H77 1.090
70 O 6.23 -8.90 5.53  C69 1.463, C71 1.401
71 C 5.80 -9.56 6.69  O70 1.401, C72 1.489, H78 1.090, H79 1.090
72 C 7.03 -10.02 7.37  C71 1.489, C73 1.513, N74 1.448, H80 1.090
73 C 6.69 -10.66 8.70  C72 1.513, H81 1.090, H82 1.090, H83 1.090
74 N 7.77 -8.86 7.83  C72 1.448, H84 1.010, H85 1.010
75 H 7.14 -10.61 4.48  C69 1.090
76 H 7.08 -9.06 3.81  C69 1.090
77 H 5.60 -10.09 3.79  C69 1.090
78 H 5.23 -8.89 7.33  C71 1.090
79 H 5.04 -10.33 6.50  C71 1.090
80 H 7.60 -10.73 6.77  C72 1.090
81 H 7.59 -10.88 9.26  C73 1.090
82 H 6.09 -11.57 8.63  C73 1.090
83 H 6.06 -10.06 9.36  C73 1.090
84 H 8.69 -9.14 8.12  N74 1.010
85 H 7.93 -8.57 6.88  N74 1.010
86 C 3.49 6.28 -6.45  O87 1.414, H95 1.090, H96 1.090, H97 1.090
87 O 3.10 6.63 -7.76  C86 1.414, C88 1.391
88 C 4.18 7.12 -8.49  O87 1.391, C89 1.525, H98 1.090, H99 1.090
89 C 3.73 8.06 -9.61  C88 1.525, N90 1.446, H100 1.090, H101 1.090
90 N 4.76 8.52 -10.52  C89 1.446, C91 1.414, H102 1.010
91 C 4.16 9.30 -11.53  N90 1.414, C92 1.510, H103 1.090, H104 1.090
92 C 5.11 9.89 -12.55  C91 1.510, O93 1.405, H105 1.090, H106 1.090
93 O 5.61 8.81 -13.30  C92 1.405, C94 1.442
94 C 6.61 9.23 -14.26  O93 1.442, H107 1.090, H108 1.090, H109 1.090
95 H 2.55 6.52 -5.96  C86 1.090
96 H 4.20 6.97 -5.99  C86 1.090
97 H 3.76 5.24 -6.32  C86 1.090
98 H 4.76 6.35 -9.00  C88 1.090
99 H 4.78 7.75 -7.83  C88 1.090
100 H 3.36 8.96 -9.11  C89 1.090
101 H 2.84 7.64 -10.07  C89 1.090
102 H 5.31 7.76 -10.89  N90 1.010
103 H 3.58 10.15 -11.15  C91 1.090
104 H 3.48 8.76 -12.19  C91 1.090
105 H 5.84 10.50 -12.02  C92 1.090
106 H 4.62 10.67 -13.13  C92 1.090
107 H 7.52 9.55 -13.76  C94 1.090
108 H 6.16 9.97 -14.92  C94 1.090
109 H 6.97 8.42 -14.89  C94 1.090
110 C -2.68 -7.95 -3.86  O111 1.399, H119 1.090, H120 1.090, H121 1.090
111 O -1.48 -8.63 -4.07  C110 1.399, C112 1.433
112 C -0.65 -8.99 -2.96  O111 1.433, C113 1.534, H122 1.090, H123 1.090
113 C -1.13 -10.12 -2.04  C112 1.534, N114 1.467, H124 1.090, H125 1.090
114 N -1.06 -11.45 -2.64  C113 1.467, C115 1.467, H126 1.010
115 C 0.27 -11.89 -3.10  N114 1.467, C116 1.594, H127 1.090, H128 1.090
116 C 0.26 -13.45 -3.43  C115 1.594, O117 1.421, H129 1.090, H130 1.090
117 O 1.45 -13.63 -4.19  C116 1.421, C118 1.377
118 C 1.78 -14.95 -4.40  O117 1.377, H131 1.090, H132 1.090, H133 1.090
119 H -2.28 -6.97 -3.61  C110 1.090
120 H -3.43 -8.32 -3.16  C110 1.090
121 H -3.22 -7.66 -4.76  C110 1.090
122 H -0.37 -8.10 -2.39  C112 1.090
123 H 0.32 -9.28 -3.37  C112 1.090
124 H -2.14 -9.89 -1.72  C113 1.090
125 H -0.37 -10.14 -1.25  C113 1.090
126 H -1.80 -11.60 -3.30  N114 1.010
127 H 0.99 -11.70 -2.31  C115 1.090
128 H 0.68 -11.34 -3.94  C115 1.090
129 H -0.60 -13.68 -4.07  C116 1.090
130 H 0.28 -13.99 -2.49  C116 1.090
131 H 0.89 -15.47 -4.74  C118 1.090
132 H 2.42 -15.28 -3.58  C118 1.090
133 H 2.47 -15.09 -5.23  C118 1.090
134 C -2.67 2.86 -6.43  O135 1.447, H143 1.090, H144 1.090, H145 1.090
135 O -3.64 2.40 -5.45  C134 1.447, C136 1.403
136 C -4.87 3.04 -5.62  O135 1.403, C137 1.605, H146 1.090, H147 1.090
137 C -5.76 2.91 -4.29  C136 1.605, N138 1.483, H148 1.090, H149 1.090
138 N -5.29 3.76 -3.17  C137 1.483, C139 1.427, H150 1.010
139 C -5.73 5.10 -3.38  N138 1.427, C140 1.507, H151 1.090, H152 1.090
140 C -7.13 5.46 -2.95  C139 1.507, O141 1.448, H153 1.090, H154 1.090
141 O -8.01 6.04 -3.94  C140 1.448, C142 1.426
142 C -8.81 5.19 -4.76  O141 1.426, H155 1.090, H156 1.090, H157 1.090
143 H -3.00 2.62 -7.44  C134 1.090
144 H -1.85 2.16 -6.26  C134 1.090
145 H -2.57 3.90 -6.13  C134 1.090
146 H -5.31 2.35 -6.35  C136 1.090
147 H -5.00 4.04 -6.04  C136 1.090
148 H -5.69 1.89 -3.92  C137 1.090
149 H -6.81 3.12 -4.46  C137 1.090
150 H -4.29 3.63 -3.25  N138 1.010
151 H -5.69 5.46 -4.41  C139 1.090
152 H -5.08 5.77 -2.83  C139 1.090
153 H -6.99 6.29 -2.25  C140 1.090
154 H -7.61 4.64 -2.42  C140 1.090
155 H -9.28 5.71 -5.59  C142 1.090
156 H -9.56 4.69 -4.14  C142 1.090
157 H -8.13 4.49 -5.23  C142 1.090
158 C 0.32 3.00 1.39  O159 1.418, H167 1.090, H168 1.090, H169 1.090
159 O -0.43 1.88 0.94  C158 1.418, C160 1.430
160 C -0.23 1.37 -0.38  O159 1.430, C161 1.567, H170 1.090, H171 1.090
161 C -0.98 0.01 -0.53  C160 1.567, N162 1.446, H172 1.090, H173 1.090
162 N -0.25 -1.18 -0.15  C161 1.446, C163 1.420, H174 1.010
163 C 0.03 -1.12 1.24  N162 1.420, C164 1.606, H175 1.090, H176 1.090
164 C 0.96 -2.36 1.64  C163 1.606, O165 1.433, H177 1.090, H178 1.090
165 O 0.33 -3.64 1.73  C164 1.433, C166 1.382
166 C 1.17 -4.73 1.85  O165 1.382, H179 1.090, H180 1.090, H181 1.090
167 H 1.34 2.62 1.48  C158 1.090
168 H -0.04 3.38 2.35  C158 1.090
169 H 0.19 3.81 0.67  C158 1.090
170 H 0.85 1.25 -0.45  C160 1.090
171 H -0.49 2.12 -1.13  C160 1.090
172 H -1.20 -0.12 -1.59  C161 1.090
173 H -1.93 0.09 0.00  C161 1.090
174 H -0.66 -2.03 -0.50  N162 1.010
175 H -0.78 -0.97 1.96  C163 1.090
176 H 0.69 -0.28 1.45  C163 1.090
177 H 1.38 -2.10 2.61  C164 1.090
178 H 1.82 -2.41 0.97  C164 1.090
179 H 0.55 -5.62 1.77  C166 1.090
180 H 1.75 -4.72 2.77  C166 1.090
181 H 1.81 -4.65 0.97  C166 1.090

Properties
Calculated total energy ... -87505.523 eV
Energy above the lowest of the compared OMol25 structures with the same formula, charge and spin ... 793.8 kJ/mol
Maximum force ... 4.9 eV/A
HOMO-LUMO gap ... 8.97 eV
HOMO energy ... -8.5 eV

Atom charges from the Mulliken analysis, given in e for atoms 1 to 6: number 1, C, carries -0.760; number 2, O, carries -0.266; number 3, C, carries -0.705; number 4, C, carries 0.524; number 5, C, carries -1.346; number 6, N, carries -0.698

***

Entry 4:
Molecular formula: CH6N3
Method: DFT, ωB97M-V with the def2-TZVPD basis set

Last columns: bonded neighbours and bond lengths (Å).
Geometry (Å):
1 C 1.42 0.72 -1.09  N2 1.394, N3 1.432, H5 1.004, H6 1.023
2 N 1.20 1.96 -0.49  C1 1.394, N3 1.266, H7 1.015
3 N 0.23 1.14 -0.42  C1 1.432, N2 1.266
4 N -1.75 -1.32 1.04  H8 1.040, H9 1.033, H10 0.969
5 H 1.28 0.64 -2.08  C1 1.004
6 H 1.93 0.00 -0.58  C1 1.023
7 H 1.18 2.95 -0.70  N2 1.015
8 H -1.59 -0.61 1.78  N4 1.040
9 H -2.72 -1.41 0.70  N4 1.033
10 H -1.17 -1.21 0.27  N4 0.969

Properties
Calculated total energy ... -5592.430 eV
Energy above the lowest of the compared OMol25 structures with the same formula, charge and spin ... 628.6 kJ/mol
Maximum force ... 3.6 eV/A
HOMO-LUMO gap (spin up / spin down) ... 4.43 / 4.43 eV
HOMO energy (spin up / spin down) ... -12.9 / -12.9 eV
Net charge ... +1

Atom charges from the natural (NBO) analysis, given in e for atoms 1 to 6: number 1, C, carries -0.063; number 2, N, carries -0.153; number 3, N, carries 0.258; number 4, N, carries -1.076; number 5, H, carries 0.224; number 6, H, carries 0.238

***

Question: The lowest maximum force belongs to which entry?
Answer: C5H15N3

***

Question: The lowest maximum force belongs to which entry?
Answer: C5H15N3